Entry 1:
Molecular formula: C28H53F12N3O3
Method: DFT, ωB97M-V/def2-TZVPD

Geometry (Å):
O 1.2831 4.0627 -5.1992
C 0.4848 3.8469 -6.1170
O 0.9820 3.9088 -7.4612
C 1.2038 2.5188 -7.8631
C -0.0871 1.9113 -8.5942
C -0.2261 0.3302 -8.4931
F -1.5336 0.0209 -8.0562
F 0.6745 -0.2927 -7.6106
F -0.0700 -0.2853 -9.7656
O -0.8893 3.5756 -5.9874
C -1.1899 2.8391 -4.7758
C -0.9496 1.2569 -4.9245
C -0.9902 0.5874 -3.4726
F -1.8551 -0.5544 -3.5970
F -1.6367 1.4181 -2.5047
C 0.4101 0.0152 -2.9573
F 0.2509 -0.2165 -1.5529
F 0.6269 -1.2552 -3.5547
C 1.6485 1.0043 -3.1146
F 2.1891 1.0286 -4.4334
F 1.3419 2.3367 -2.7075
C 2.9066 0.5524 -2.1640
F 2.9883 -0.8276 -1.9854
F 2.9594 1.2758 -0.9496
F 4.0800 0.9328 -2.8733
H 1.5180 1.9406 -6.9343
H 2.0510 2.5413 -8.6380
H -1.0677 2.3845 -8.2243
H -0.0081 2.1735 -9.6984
H -2.3158 2.9847 -4.5892
H -0.6850 3.2937 -3.8479
H -0.0430 0.9707 -5.5464
H -1.8633 0.8507 -5.4945
C -3.0565 -5.9035 0.1703
C -1.9090 -5.1865 -0.5312
N -1.5618 -3.9070 0.0744
C -0.6779 -3.0932 -0.7571
C 0.7232 -3.6320 -1.0390
C -1.2301 -3.9352 1.4949
C -0.0806 -4.8394 1.9383
H -3.9375 -5.2603 0.2434
H -3.3385 -6.7948 -0.3965
H -2.7799 -6.2317 1.1752
H -2.2244 -5.0125 -1.5661
H -1.0451 -5.8625 -0.5785
H -0.5917 -2.0935 -0.3212
H -1.1779 -2.9334 -1.7207
H 1.3728 -3.5444 -0.1674
H 1.1862 -3.0468 -1.8387
H 0.7121 -4.6736 -1.3659
H -2.1270 -4.2337 2.0490
H -1.0303 -2.9160 1.8432
H -0.1290 -5.8323 1.4864
H -0.1210 -4.9755 3.0232
H 0.8912 -4.3999 1.7121
C -4.4559 -2.6930 3.9641
C -3.7323 -3.6908 4.8610
N -2.5403 -3.1482 5.5017
C -1.6959 -4.1709 6.1143
C -2.2766 -4.9633 7.2835
C -2.7288 -1.9383 6.2948
C -3.7333 -1.9909 7.4455
H -3.7784 -2.2696 3.2177
H -5.2688 -3.1942 3.4319
H -4.8989 -1.8748 4.5370
H -3.4390 -4.5350 4.2266
H -4.4448 -4.0865 5.5966
H -0.7502 -3.7171 6.4286
H -1.4140 -4.8850 5.3303
H -2.3116 -4.3686 8.1968
H -1.6386 -5.8274 7.4926
H -3.2778 -5.3442 7.0736
H -3.0323 -1.1316 5.6188
H -1.7608 -1.6066 6.6862
H -4.6720 -2.4707 7.1616
H -3.9745 -0.9734 7.7665
H -3.3265 -2.5075 8.3153
C 1.9408 4.5785 0.0517
C 2.6200 5.7817 0.6944
N 2.9355 5.5906 2.1049
C 3.3101 6.8268 2.7872
C 4.5877 7.5291 2.3323
C 3.7525 4.4265 2.4304
C 5.1216 4.3081 1.7613
H 1.0475 4.2887 0.6116
H 1.6318 4.8282 -0.9670
H 2.6066 3.7150 -0.0146
H 1.9308 6.6282 0.5985
H 3.5122 6.0391 0.1088
H 3.3730 6.6396 3.8642
H 2.4790 7.5345 2.6767
H 5.4806 7.0058 2.6754
H 4.6253 8.5348 2.7620
H 4.6400 7.6392 1.2475
H 3.1778 3.5271 2.1836
H 3.8842 4.3678 3.5164
H 5.0861 4.5243 0.6917
H 5.4951 3.2859 1.8723
H 5.8578 4.9647 2.2258

The HOMO-LUMO gap comes out at 8.445 eV. Its SMILES is O=C(OCCC(F)(F)F)OCCC(F)(F)C(F)(F)C(F)(F)C(F)(F)F.CCN(CC)CC.CCN(CC)CC.CCN(CC)CC. The calculation puts the highest occupied orbital energy at -0.292 Eh. For the molecular weight, the calculation gives 707.726 g mol⁻¹. The LUMO energy is 0.5066 eV.

=====

Entry 2:
Molecular formula: F2O2S
Method: DFT, ωB97M-V/def2-TZVPD

Geometry (Å):
O -0.7587 0.3356 -0.2407
O -2.0108 0.0104 0.1243
F 1.5082 -1.1765 -0.1248
F 1.4356 0.9864 -0.1381
S 0.5317 -0.0740 0.5833

The HOMO-LUMO gap (spin up / spin down) comes out at 7.761 / 7.765 eV. The calculation puts the highest occupied orbital energy (spin up / spin down) at -0.346 / -0.346 Eh. For the molecular weight, the calculation gives 102.061 g mol⁻¹. The LUMO energy (spin up / spin down) is -1.6447 / -1.6438 eV.

=====

Entry 3:
Molecular formula: C5H7ClN2
Method: DFT, ωB97M-V/def2-TZVPD

Geometry (Å):
C 1.7532 -1.0371 0.5226
C 1.0757 -1.6506 -0.6368
C 2.3145 0.2034 0.5583
C -1.6047 0.1833 -0.1973
C -2.1714 1.5629 -0.1055
N -0.0475 -1.3297 -1.1453
N -0.6812 -0.1396 -0.9559
Cl -2.4856 -0.9878 0.7459
H 1.6856 -1.5252 1.4431
H 1.6057 -2.5073 -1.1650
H 2.6304 0.8722 -0.1436
H 2.5932 0.6195 1.4810
H -2.7386 1.7668 -0.9995
H -1.1965 2.1583 -0.2240
H -2.7327 1.8110 0.8221

The HOMO-LUMO gap comes out at 10.099 eV. Its SMILES is C=C/C=N\N=C(\C)Cl. The calculation puts the highest occupied orbital energy at -0.341 Eh. For the molecular weight, the calculation gives 130.578 g mol⁻¹. The LUMO energy is 0.8100 eV.

=====

Entry 4:
Molecular formula: C9H17AsClN2O4S5SbW
Method: DFT, ωB97M-V/def2-TZVPD

Geometry (Å):
W 0.0268 1.6805 -0.8214
S 1.7320 6.1040 -0.3083
Sb 2.2675 4.0212 0.1129
S 2.2539 2.4803 -1.6081
S -1.1602 3.3527 -1.4945
S 3.0538 3.2015 2.0317
C -3.7393 1.1139 -0.2612
As -2.2247 0.3287 -1.1827
C -2.9038 0.2967 -2.9952
C -2.3996 -1.5274 -0.6281
H -4.6316 0.5305 -0.4888
H -3.8596 2.1385 -0.6062
H -3.5666 1.1194 0.8130
H -3.9554 0.0135 -2.9475
H -2.3464 -0.4194 -3.5910
H -2.7982 1.2893 -3.4270
H -3.3588 -1.8911 -0.9973
H -2.3955 -1.5826 0.4611
H -1.5948 -2.1366 -1.0300
O 2.0009 -0.9690 -3.3286
Cl 0.7069 -0.7184 -2.8105
O -0.2213 -1.7372 -3.1643
O 0.2145 0.5994 -3.1996
O 0.7719 -0.6183 -1.3223
C 0.8560 -2.6373 3.6868
C 1.1602 -1.5615 2.7012
C 2.2736 -1.5034 1.9188
C 2.4118 -0.4376 1.0065
N 1.4862 0.5105 0.9219
C 0.4034 0.4593 1.6944
S -0.7226 1.7243 1.5130
N 0.2437 -0.5664 2.5697
C 3.6044 -0.3095 0.1332
H 1.6819 -3.3402 3.7458
H -0.0436 -3.1786 3.3880
H 0.6847 -2.2157 4.6784
H 3.0327 -2.2661 1.9940
H -0.5947 -0.5741 3.1348
H 4.3478 -1.0689 0.3618
H 4.0180 0.6926 0.2529
H 3.2838 -0.3972 -0.9073

The HOMO-LUMO gap (spin up / spin down) comes out at 5.377 / 6.843 eV. As for the multiplicity: 3. The calculation puts the highest occupied orbital energy (spin up / spin down) at -0.248 / -0.304 Eh. For the molecular weight, the calculation gives 793.555 g mol⁻¹. The LUMO energy (spin up / spin down) is -1.3590 / -1.4334 eV.

=====

Question: What is the molecular weight in the fourth record?
Answer: 793.555 g mol⁻¹

=====

Question: Look up the molecular weight of the third one.
Answer: 130.578 g mol⁻¹